1.
139
Properties=species:S:1:pos:R:3:mulliken_charge:R:1 method="wB97M-V/def2-TZVPD" orbital_gap_ev="5.842 / 5.265" s_squared=0.76 total_energy_ha=-4544.52464 spin_multiplicity=2
V 0.89284 -0.09227 0.23093 0.845
N 2.41266 1.67303 1.45855 -0.444
C 1.90440 1.40850 2.80996 -0.225
C 0.43415 1.78036 2.83018 -0.897
N -0.31957 1.03728 1.80759 0.788
C -1.66467 0.65397 2.28142 -0.688
C -1.65537 -0.49514 3.28816 -0.389
N -1.81064 -1.79031 2.63835 -0.355
H 3.37774 1.38077 1.35502 0.189
H 2.36442 2.67207 1.29097 0.208
H 2.43119 1.95811 3.59978 0.595
H 2.00327 0.33937 2.99454 -0.349
H 0.31158 2.86294 2.68133 0.202
H 0.03611 1.54956 3.81813 0.516
H -0.47401 1.63194 0.99358 -0.236
H -2.25435 0.35905 1.41411 -0.296
H -2.14454 1.52787 2.74258 0.566
H -2.50808 -0.35623 3.95743 0.511
H -0.74548 -0.43035 3.90328 0.230
H -1.76469 -2.52844 3.33153 0.267
H -1.02381 -1.94583 2.01338 -0.428
C -2.67099 -1.56548 -0.62814 -1.068
Si -0.87787 -1.11808 -1.07967 0.984
C -1.14830 -0.17308 -2.77456 -0.217
C -0.78775 -0.86163 -3.94316 -0.093
C -0.74531 -0.26548 -5.19375 -0.934
C -1.09200 1.06904 -5.32892 -0.732
C -1.54390 1.76211 -4.21663 -1.091
C -1.59897 1.17652 -2.94803 0.932
P -2.38962 2.07463 -1.52906 1.199
C -4.22009 2.32417 -1.96750 -0.143
C -4.55857 2.93670 -3.33950 -0.914
C -4.74312 1.92078 -4.46993 0.001
C -5.70323 0.80195 -4.08299 -1.275
C -5.23025 0.13567 -2.79637 0.166
C -5.17513 1.16507 -1.67247 -1.616
C -2.02848 3.94636 -1.57620 0.492
C -1.43688 4.35590 -0.21664 -0.580
C -1.59112 5.86749 0.01764 -0.937
C -1.41126 6.67841 -1.27947 -0.881
C -0.54033 5.90996 -2.26503 -0.776
C -1.24925 4.62518 -2.72213 -0.056
C -0.17689 -2.91971 -1.29790 0.350
C -1.01297 -4.03243 -1.43035 -0.382
C -0.55601 -5.33016 -1.24484 -1.032
C 0.77363 -5.54767 -0.92201 -1.261
C 1.63990 -4.46843 -0.82126 -0.045
C 1.17731 -3.16811 -0.99620 -0.167
P 2.23463 -1.66648 -1.08596 0.032
C 2.47626 -1.83940 -2.93418 2.265
C 3.17634 -0.65280 -3.59738 0.474
C 2.90670 -0.62927 -5.11047 -0.333
C 2.80806 -2.04787 -5.69837 -0.869
C 3.61973 -3.03507 -4.86383 -0.949
C 3.00555 -3.18319 -3.46456 -0.068
C 3.87518 -1.83992 -0.13771 1.530
C 4.40709 -3.13968 0.48427 -1.343
C 5.35200 -3.95327 -0.39461 -0.648
C 6.47945 -3.07563 -0.93231 -1.385
C 5.91385 -1.88078 -1.69524 0.075
C 5.01057 -1.03710 -0.79623 -0.636
H -3.19760 -2.01937 -1.47058 0.630
H -2.69832 -2.25499 0.21655 0.625
H -3.22156 -0.68279 -0.33453 -0.415
H -0.53561 -1.91494 -3.86407 0.437
H -0.45047 -0.84358 -6.06230 0.336
H -1.05875 1.55656 -6.29582 0.375
H -1.91174 2.76970 -4.36032 0.291
H -4.44564 3.08332 -1.20746 0.483
H -5.50223 3.48442 -3.22584 0.569
H -3.80573 3.67729 -3.62660 0.033
H -5.10656 2.44388 -5.35857 0.482
H -3.78676 1.46975 -4.73228 -0.146
H -6.71227 1.20393 -3.93525 0.377
H -5.76170 0.07029 -4.89189 0.481
H -5.89673 -0.68275 -2.51646 0.424
H -4.23725 -0.29012 -2.95663 -0.225
H -6.18000 1.58966 -1.55092 0.492
H -4.92217 0.70410 -0.72239 0.422
H -3.03782 4.37000 -1.58920 0.333
H -1.94308 3.81570 0.58700 0.286
H -0.38399 4.06371 -0.17861 -0.164
H -2.58268 6.06359 0.43212 0.326
H -0.86805 6.19520 0.76951 0.448
H -2.38457 6.86146 -1.74362 0.326
H -0.98039 7.65630 -1.05919 0.480
H -0.30518 6.52371 -3.13798 0.628
H 0.40990 5.66957 -1.78272 0.051
H -1.95485 4.89560 -3.51314 0.379
H -0.52311 3.94876 -3.16903 -0.536
H -2.05845 -3.88289 -1.67194 0.423
H -1.23794 -6.16620 -1.34495 0.402
H 1.14261 -6.55382 -0.76273 0.467
H 2.68249 -4.66039 -0.61340 0.315
H 1.42536 -1.75837 -3.22932 -0.619
H 4.25158 -0.68640 -3.41993 0.179
H 2.79523 0.25758 -3.13570 -1.671
H 1.97679 -0.08917 -5.30462 -0.097
H 3.70622 -0.07600 -5.61217 0.593
H 1.76383 -2.37733 -5.70665 0.169
H 3.14612 -2.04655 -6.73623 0.605
H 3.65418 -4.01229 -5.34953 0.606
H 4.65387 -2.68032 -4.79605 0.218
H 2.17958 -3.89515 -3.50912 0.431
H 3.74144 -3.61264 -2.78495 -0.761
H 3.54601 -1.25268 0.72171 -0.088
H 4.96950 -2.84380 1.37902 0.629
H 3.57841 -3.74501 0.84739 0.362
H 5.76611 -4.77639 0.19305 0.449
H 4.81172 -4.40790 -1.22993 0.138
H 7.08219 -2.71433 -0.09115 0.420
H 7.14375 -3.65543 -1.57726 0.497
H 6.72536 -1.26279 -2.08980 0.467
H 5.34836 -2.25246 -2.55126 -0.319
H 5.63580 -0.61667 0.00191 0.759
H 4.59449 -0.18926 -1.34883 -0.336
C 1.24099 -1.51816 1.56802 -0.792
C 1.57560 -2.31276 2.43629 0.441
C 2.00509 -3.25202 3.42703 -0.286
C 2.79911 -2.85185 4.50603 -0.149
C 3.23864 -3.77499 5.44093 -0.797
C 2.88980 -5.11376 5.32068 -0.456
C 2.09821 -5.52205 4.25504 -0.763
C 1.66107 -4.60365 3.31486 -0.125
H 3.07302 -1.80816 4.59938 0.433
H 3.85436 -3.44854 6.26970 0.401
H 3.23361 -5.83445 6.05118 0.389
H 1.82207 -6.56417 4.15476 0.406
H 1.05282 -4.91788 2.47540 0.449
C 2.08655 2.65154 -3.69453 -1.047
S 1.87305 2.84542 -1.92218 1.010
C 3.57255 3.33552 -1.57796 -1.227
O 1.69218 1.49556 -1.32014 -1.268
H 1.15430 2.25091 -4.09473 -0.130
H 2.91371 1.97322 -3.89298 0.676
H 2.28600 3.63850 -4.11199 0.591
H 3.77045 4.26841 -2.10519 0.474
H 4.24930 2.54737 -1.90790 0.283
H 3.67230 3.49758 -0.50745 0.345



2.
17
Properties=species:S:1:pos:R:3:nbo_charge:R:1 method="wB97M-V/def2-TZVPD" orbital_gap_ev="6.002 / 5.882" total_energy_ha=-384.65839
C 1.29478 0.75523 0.23169 0.061
C 1.04454 0.43205 -1.05983 -0.392
C 1.10032 0.55457 -2.34512 0.811
C -0.16049 -0.90131 1.26828 -0.405
C -0.51269 -1.39372 -0.16307 -0.489
C -0.94136 0.94156 0.00690 -0.429
C 0.18868 0.57871 1.10174 -0.336
C -0.57932 -0.10689 -1.00763 -0.207
O 0.83855 0.62663 -3.47464 -0.392
H 2.35244 1.10216 0.53886 0.228
H -1.01365 -1.03238 1.91625 0.216
H 0.66300 -1.43419 1.73172 0.206
H 0.03633 -2.31605 -0.54167 0.225
H -1.60445 -1.76843 -0.23135 0.231
H -1.94047 0.89188 0.36619 0.223
H -0.82640 1.97330 -0.40329 0.210
H 0.06018 1.09686 2.06496 0.239



3.
15
Properties=species:S:1:pos:R:3:nbo_charge:R:1 method="wB97M-V/def2-TZVPD" orbital_gap_ev=6.887 total_energy_ha=-526.71171
C 0.34776 -1.83633 -0.53279 -0.621
C -0.95000 0.15757 0.04791 -0.597
C 0.37064 -0.52310 0.34809 -0.115
N 1.19373 1.96214 1.67502 -0.689
N 1.34040 0.44960 -0.19554 -0.532
I 3.24707 0.04751 -0.23546 0.398
H -0.23210 -1.63100 -1.47652 0.213
H 1.39923 -2.22390 -0.86219 0.221
H -0.14464 -2.57918 0.03408 0.219
H -0.82427 1.21206 0.44037 0.204
H -1.64683 -0.39298 0.59474 0.213
H -1.08731 0.26085 -1.02420 0.219
H 0.65863 -0.66272 1.40236 0.219
H 1.83411 2.59167 1.16788 0.332
H 0.25343 2.25691 1.49857 0.316